[1]
13
Properties=species:S:1:pos:R:3:mulliken_charge:R:1 method="wB97M-V/def2-TZVPD" e_homo_ev=-8.84 energy_ha=-804.13248 de_lowest_kcal_mol=34.34 smiles="C=C1OC=C(Cl)[C@@H]1O" homo_lumo_gap_ev=9.5 lumo_ev=0.654
Cl 1.6593 -2.7180 -0.2396 -0.1828
O 0.5652 0.7576 1.2715 -0.3965
O -0.2250 -0.5324 -1.8121 -0.5112
C -0.3638 0.6918 0.2703 0.3081
C -0.3130 -0.6542 -0.4200 0.3168
C 0.9177 -1.2314 0.2646 -0.1062
C 1.3539 -0.3788 1.1852 -0.1888
C -1.3561 1.5829 0.0916 -0.9910
H -2.1565 1.3907 -0.6837 0.2450
H 0.3021 0.2618 -2.0207 0.3874
H 2.1524 -0.4529 1.9076 0.4673
H -1.2239 -1.2671 -0.2547 0.2795
H -1.3121 2.5499 0.4399 0.3724

---

[2]
13
Properties=species:S:1:pos:R:3:mulliken_charge:R:1 method="wB97M-V/def2-TZVPD" e_homo_ev=-9.26 energy_ha=-344.47667 de_lowest_kcal_mol=78.59 homo_lumo_gap_ev=7.7 lumo_ev=-1.519
O -1.5140 0.6595 -0.7950 -0.6077
O -2.0736 -0.9042 -2.3764 -0.6078
C 0.1454 -0.9736 0.3635 -0.2177
C 0.1038 0.3297 0.9251 0.2272
C 1.1152 1.3544 0.5803 -0.9478
C -0.5034 -1.4810 -0.6730 -0.4675
C -1.4937 -0.4857 -1.3820 0.5876
H -0.3112 0.3688 1.9457 0.3273
H 1.7929 1.0221 -0.2090 0.3381
H -0.3620 -2.4868 -1.0706 0.3888
H 0.9320 -1.3048 1.0806 0.2887
H 0.4814 2.1501 0.1812 0.3108
H 1.6873 1.7515 1.4297 0.3799

---

[3]
16
Properties=species:S:1:pos:R:3:mulliken_charge:R:1 method="wB97M-V/def2-TZVPD" e_homo_ev=-11.20 energy_ha=-159.53904 de_lowest_kcal_mol=28.82 smiles=CC.CC homo_lumo_gap_ev=12.3 lumo_ev=1.140
C 0.1886 2.6711 -0.6662 -1.2120
C -0.9160 -2.0536 0.8163 -0.8393
C 0.0120 1.1561 -0.7069 -0.6161
C 0.5938 -1.8458 0.3443 -0.8514
H 0.9497 0.8131 -0.8324 0.2868
H 0.3635 3.0287 0.3133 0.3563
H 0.9141 -0.9382 0.9947 0.2009
H -1.1870 -3.1366 0.7864 0.3113
H -1.0813 -1.7311 1.9010 0.2379
H -0.5742 3.3225 -0.9812 0.3458
H 1.3013 -2.6460 0.7131 0.3146
H 0.9099 -1.7259 -0.6243 0.3496
H -0.4604 0.8890 0.3113 0.1473
H -0.5779 0.7294 -1.5017 0.3646
H 1.1525 3.0159 -1.0327 0.3098
H -1.5886 -1.5487 0.1650 0.2939

---

[4]
32
Properties=species:S:1:pos:R:3:mulliken_charge:R:1 method="wB97M-V/def2-TZVPD" e_homo_ev=-7.48 energy_ha=-1345.43289 de_lowest_kcal_mol=6.75 homo_lumo_gap_ev=6.6 lumo_ev=-0.893
K -0.6257 0.9267 -1.6553 0.9103
O -2.5767 -0.4457 0.0496 -0.5823
O -3.4928 -1.2184 1.6929 -0.6620
O 0.9525 0.5024 -3.8823 -0.5471
O 1.6320 -0.5185 -0.8622 -0.4341
O -1.9279 2.2990 0.6012 -0.5432
O -2.4945 -2.5740 0.4110 -0.6808
N -2.8346 -1.4080 0.6933 0.9802
C 1.6906 -1.9087 -0.6928 0.4189
C -0.9802 2.5527 1.5526 0.5091
C 0.8883 -2.4680 -1.8681 -1.1384
C 1.1371 -2.2823 0.6340 -1.1355
C 0.3134 3.1415 0.9346 -1.2634
C -0.7521 1.2658 2.3463 -1.0633
H 2.5194 -0.2144 -1.0662 0.2344
H 0.0485 -2.3135 0.6802 0.1049
H 0.1763 4.0237 0.3093 0.3594
H -0.1686 -2.2635 -1.6975 0.2378
H -1.4578 3.2614 2.2291 0.1861
H 1.1756 -2.1240 -2.8616 0.2710
H 0.9414 2.4523 0.3699 0.1864
H -1.6577 0.8935 2.8252 0.4148
H 0.9574 3.5317 1.7227 0.3793
H 1.0368 1.1302 -4.5998 0.2656
H 1.4732 -1.4912 1.3043 0.3232
H -0.2964 0.4977 1.7215 0.0667
H -2.6332 1.7419 0.9386 0.3423
H 0.9072 -3.5572 -1.8312 0.3855
H 1.5824 -3.2124 0.9870 0.3865
H -0.0909 1.4184 3.1993 0.4230
H 2.7512 -2.1562 -0.7365 0.3565
H 1.8059 0.5171 -3.4489 0.3083

---

[5]
13
Properties=species:S:1:pos:R:3:mulliken_charge:R:1 method="wB97M-V/def2-TZVPD" e_homo_ev=-8.88 energy_ha=-1126.82444 de_lowest_kcal_mol=27.67 smiles="FC[C@@H]1COC(=S)S1" homo_lumo_gap_ev=9.3 lumo_ev=0.392
S 2.2369 1.3327 -0.4457 -0.3369
S -0.3957 0.3282 -1.0782 -0.1582
F -1.9337 0.4520 1.5996 -0.2881
O 1.1059 -0.7076 0.6456 -0.3323
C 1.1693 0.2184 -0.2632 0.4811
C -2.3458 -0.4276 0.5282 -0.2632
C -0.0201 -1.6206 0.5642 -0.6317
C -1.1374 -1.0648 -0.2689 -0.0952
H -0.2059 -1.9329 1.6887 0.2460
H -1.3216 -1.9380 -0.9072 0.4497
H -2.8531 -1.3096 0.9646 0.3010
H 0.2864 -2.5666 0.1757 0.3390
H -2.8053 0.1334 -0.4612 0.2889

---

[6]
9
Properties=species:S:1:pos:R:3:mulliken_charge:R:1 method="wB97M-V/def2-TZVPD" e_homo_ev=-9.65 energy_ha=-3102.56819 de_lowest_kcal_mol=5.84 smiles="N=[P@](N)(O)Br" homo_lumo_gap_ev=10.3 lumo_ev=0.635
Br -2.2915 0.1966 -0.1136 -0.2316
P -0.1721 -0.1586 -0.1378 0.8503
O 0.1331 -1.0833 1.1851 -0.5124
N 0.3918 -0.9797 -1.2949 -0.6848
N 0.3705 1.2819 0.2610 -0.5752
H 1.2997 1.2799 0.5025 0.2714
H 0.3879 -0.3857 -2.0583 0.2592
H 0.0281 -2.0236 0.7017 0.3668
H -0.1474 1.8725 0.9544 0.2563

---

[7]
45
Properties=species:S:1:pos:R:3:mulliken_spin:R:1 method="wB97M-V/def2-TZVPD" e_homo_ev="-13.37 / -13.37" energy_ha=-1652.33732 s2=6.06 total_charge=+2 multiplicity=5 de_lowest_kcal_mol=18.71 homo_lumo_gap_ev="4.6 / 4.6" lumo_ev="-8.721 / -8.720"
Ru -0.2633 -0.5906 0.0946 2.6828
Cl 0.0982 0.9115 -1.3878 0.3481
S 0.7655 0.8607 4.6544 0.0015
O -0.1504 1.6725 3.7945 0.0020
C -2.4489 0.5609 -0.1940 0.1651
C -2.2163 0.9036 1.1638 -0.0048
C 1.5459 1.1112 -5.0861 0.0098
C -0.9637 1.5682 -5.2199 0.0089
C -0.1180 -0.5454 5.2614 -0.0021
C -2.3487 -0.8898 -0.3366 0.0913
C -2.0582 -0.2896 1.9055 0.2538
C 2.1868 -0.7433 -0.2803 0.1919
C -0.0862 -0.8213 -5.4769 0.0062
C 0.1834 0.6497 -5.5079 -0.0097
C 1.3240 -1.9102 -0.3884 0.0727
C 1.5418 -1.2955 1.8567 0.2643
C -2.0484 -1.4098 0.9979 -0.1149
C 0.8524 -2.2039 0.9706 -0.1237
C 1.0496 1.8123 6.1704 -0.0001
C 2.2598 -0.3515 1.0853 -0.0227
H -2.1644 1.9192 1.5496 0.0012
H 2.2180 1.4704 -5.8696 -0.0007
H 0.1749 1.6903 6.8274 0.0002
H -2.5987 -1.4773 -1.2334 0.0241
H 1.2032 -2.5518 -1.2710 0.0218
H 1.4533 1.9143 -4.3489 0.0003
H 2.7136 -0.2993 -1.1259 0.0222
H 0.3166 -3.1098 1.2437 -0.0010
H -1.0064 -0.2009 5.7783 -0.0001
H -1.0282 -1.0062 -4.9535 -0.0013
H -1.3908 2.1161 -6.0638 -0.0005
H -2.6824 1.2332 -1.0192 0.0193
H -2.0113 -0.3651 2.9774 0.0480
H 2.7966 0.5269 1.4554 0.0020
H -0.6695 2.3083 -4.4695 0.0000
H -0.1427 -1.3395 -6.4372 0.0000
H -0.3959 -1.1669 4.4154 0.0008
H 1.1925 2.8653 5.8865 0.0000
H 1.9553 1.4292 6.6602 0.0001
H 0.5184 -1.1115 5.9353 -0.0001
H 2.0631 0.3015 -4.5628 -0.0022
H -1.7774 1.0016 -4.7574 -0.0016
H -2.0500 -2.4677 1.2486 -0.0008
H 0.6802 -1.3237 -4.8801 -0.0015
H 1.5266 -1.3566 2.9374 0.0497

---

[8]
61
Properties=species:S:1:pos:R:3:mulliken_spin:R:1 method="wB97M-V/def2-TZVPD" e_homo_ev="0.19 / -2.87" energy_ha=-1975.20443 s2=2.02 total_charge=-2 multiplicity=3 de_lowest_kcal_mol=1.54 homo_lumo_gap_ev="4.0 / 7.0" lumo_ev="4.145 / 4.145"
Pt 0.1744 0.0489 -0.5959 0.5681
Si -1.2363 -2.7292 1.0893 0.0149
O 4.0576 0.5457 6.0677 0.2111
O 5.4170 -0.4580 4.6135 0.2315
O -1.2785 -1.3199 0.3038 0.0869
O 1.4433 2.0356 -0.4514 0.0962
O -0.2608 3.3000 0.2595 0.0012
O 1.8427 -1.0736 -0.5526 0.0185
O 3.8531 -1.5778 0.1635 -0.0034
N 4.2898 0.0535 4.9105 0.2123
N -1.5063 1.1899 -0.5091 0.0185
C 1.4838 -0.0911 -3.1978 0.0199
C -0.4206 1.1948 -4.7064 0.0065
C 0.2707 0.2582 -2.5913 0.1124
C 3.4868 -0.4624 2.6761 0.0949
C 3.2788 0.0730 3.9630 -0.0287
C 1.2408 0.1139 2.0720 0.1342
C 1.0231 0.6494 3.3342 -0.0741
C -4.8101 1.4727 -2.1342 -0.0009
C 1.9503 3.8455 0.9742 0.0077
C -3.8010 1.4227 -1.1917 0.0003
C 2.4773 -0.4393 1.7278 -0.0126
C 0.4205 -3.6074 1.0883 -0.0021
C -2.4843 -3.9339 0.3328 0.0011
C -2.1175 1.1029 -2.9071 0.0077
C 2.0273 0.6333 4.2843 0.1538
C -4.4842 1.3227 -3.4745 0.0010
C 1.7383 0.1994 -4.5261 0.0055
C 0.7921 0.8775 -5.2831 -0.0068
C -2.4717 1.2405 -1.5641 0.0174
C 2.7729 -1.0554 0.3765 -0.0177
C 0.9613 3.0014 0.1936 -0.0013
C -3.1638 1.1339 -3.8391 0.0005
C -0.7228 0.8594 -3.3782 -0.0137
C -1.7576 -2.5084 2.8870 0.0033
H -5.2559 1.3274 -4.2340 0.0001
H 0.9409 -3.4769 0.1391 -0.0009
H 0.4043 0.1507 1.3696 0.0709
H 2.2368 -0.5766 -2.5940 0.0036
H 4.4446 -0.8940 2.4319 0.0152
H 1.0770 -3.2245 1.8722 0.0031
H -3.4843 -3.4951 0.3062 0.0005
H -2.7560 -2.0709 2.9620 0.0011
H -2.9380 0.9640 -4.8817 0.0000
H -5.8387 1.6061 -1.8233 -0.0001
H -1.7702 -3.4729 3.4020 0.0007
H 0.0596 1.0837 3.5726 -0.0073
H 2.8343 4.0393 0.3691 0.0003
H -1.9577 0.7407 0.2893 0.0013
H -1.1460 1.7414 -5.2947 0.0010
H -2.2082 -4.1942 -0.6907 0.0000
H -4.0299 1.5169 -0.1373 0.0003
H -1.0569 -1.8569 3.4128 0.0028
H 2.2679 3.2638 1.8420 0.0041
H -2.5292 -4.8567 0.9178 0.0004
H 0.2773 -4.6791 1.2554 -0.0002
H 1.4964 4.7755 1.3096 0.0006
H 0.9962 1.1641 -6.3080 -0.0003
H 2.6934 -0.0765 -4.9583 0.0009
H 1.8887 1.0380 5.2752 0.0366
H -1.1328 2.1445 -0.2198 0.0011

---

[9]
56
Properties=species:S:1:pos:R:3:mulliken_spin:R:1 method="wB97M-V/def2-TZVPD" e_homo_ev="-10.67 / -11.33" energy_ha=-4429.51601 s2=3.82 total_charge=+1 multiplicity=4 de_lowest_kcal_mol=100.27 homo_lumo_gap_ev="6.8 / 7.5" lumo_ev="-3.859 / -3.882"
W 0.9625 0.8394 0.2360 2.9494
Ge -0.5195 -1.0753 -0.2801 -0.1411
S -0.9772 2.2471 0.2488 -0.0496
Si 1.7087 -1.4588 1.1629 -0.0212
Si -0.2150 -2.1216 -2.4360 0.0114
Si -2.4369 -1.5840 1.0891 0.0397
F -1.7851 6.1469 -0.8940 0.0004
F -1.5252 6.4452 1.2259 0.0000
F -2.4391 4.6310 0.5000 -0.0002
O 1.3876 2.9984 0.0793 0.0608
N 2.7330 3.4093 0.5222 -0.0028
C -1.5030 -1.2934 -3.5078 0.0016
C 0.9362 5.9372 -0.0304 -0.0104
C 2.2648 5.8236 0.0522 0.0183
C 1.9383 -3.2142 0.5596 -0.0173
C -0.0923 4.9286 0.1695 0.0282
C -3.8676 -0.9174 0.0879 -0.0025
C -2.2644 -0.6843 2.7141 0.0105
C 3.0088 4.6441 0.4450 -0.0012
C 0.1077 3.6062 0.2026 0.0095
C -1.4774 5.5185 0.2544 -0.0011
C 1.5087 -1.7268 -3.0544 0.0127
C -2.5453 -3.4327 1.3268 -0.0050
C 1.7027 -1.4253 3.0210 0.0137
C -0.5100 -3.9623 -2.3310 -0.0025
C 3.1573 -0.4062 0.4484 0.1246
H -4.8048 -1.0757 0.6275 0.0007
H 2.6332 -1.8515 3.4028 0.0000
H 3.9503 -0.4624 1.2003 0.0065
H 3.5287 -0.8232 -0.4863 0.0159
H 1.6842 -0.6490 -3.0752 -0.0042
H 3.1349 0.7018 0.2880 -0.0542
H 2.0972 -3.2798 -0.5135 0.0040
H -2.0807 0.3810 2.5624 -0.0037
H -0.3889 -4.4110 -3.3203 0.0003
H 0.8803 -2.0309 3.4085 -0.0011
H 1.0736 -3.8306 0.8159 0.0009
H 0.1860 -4.4588 -1.6541 0.0003
H -1.6762 -3.8252 1.8587 -0.0010
H -2.6277 -3.9590 0.3745 -0.0002
H 1.5925 -0.4143 3.4145 0.0038
H -1.4487 -1.0884 3.3172 -0.0003
H -3.1858 -0.7855 3.2931 0.0014
H 0.5524 6.9248 -0.2593 -0.0003
H -1.5249 -4.1798 -1.9931 0.0002
H 1.6339 -2.1000 -4.0740 0.0032
H 2.8051 -3.6505 1.0629 -0.0022
H -3.4297 -3.6770 1.9208 -0.0006
H 2.8684 6.7063 -0.1030 0.0012
H -3.7665 0.1550 -0.0909 0.0004
H 4.0437 4.7914 0.7475 0.0001
H -3.9542 -1.4183 -0.8780 0.0003
H 2.2844 -2.1888 -2.4442 0.0035
H -2.5124 -1.5100 -3.1530 -0.0004
H -1.3763 -0.2094 -3.5251 -0.0013
H -1.4302 -1.6544 -4.5365 0.0013

---

[10]
58
Properties=species:S:1:pos:R:3:mulliken_spin:R:1 method="wB97M-V/def2-TZVPD" e_homo_ev="-9.90 / -10.56" energy_ha=-3556.98625 s2=2.06 total_charge=+1 multiplicity=3 homo_lumo_gap_ev="6.9 / 6.2" lumo_ev="-2.988 / -4.318"
Co 0.5160 0.3885 -0.0253 1.1166
Cl 1.0144 3.9049 4.6067 0.0000
S 1.9626 -1.8192 -1.6164 0.0642
O -1.1754 -0.8612 1.0075 0.0188
N -0.6122 -1.3862 -1.8889 0.0432
N -0.3542 1.2606 -1.3468 0.3296
N -1.4016 0.8330 -1.9944 0.1211
N -0.2289 1.8570 1.4668 -0.0110
N 2.0782 -0.2368 1.0885 0.0108
C 0.0508 3.3817 3.2835 -0.0004
C 3.1936 0.2230 0.5102 -0.0003
C 2.1894 -0.8898 2.2484 -0.0051
C 4.4490 0.1004 1.0720 0.0050
C 4.5723 -0.5700 2.2811 -0.0015
C 0.5780 -0.9932 -1.3329 -0.0791
C -1.6121 -0.4411 -2.1715 0.0690
C 0.4693 2.3106 2.5004 0.0007
C 1.1523 3.0799 -0.9163 0.1449
C 0.9355 -1.4254 2.8699 -0.0011
C -1.8715 3.5384 1.9029 -0.0051
C -1.9817 -3.1105 -2.8238 0.0002
C 0.0641 2.5493 -1.6259 -0.1217
C -1.1380 4.0280 2.9686 -0.0007
C -3.0134 -2.1786 -3.1017 0.0664
C -1.1441 -2.1566 1.6005 0.0030
C -1.3913 2.4509 1.1932 -0.0017
C 1.5739 4.3720 -1.1435 -0.0658
C 3.4264 -1.0864 2.8598 0.0001
C -0.5481 3.3364 -2.6127 0.1291
C -2.8207 -0.8730 -2.7760 -0.0249
C -0.8265 -2.6921 -2.2582 0.0526
C -0.1058 4.6229 -2.8415 -0.0486
C 0.2859 -2.5149 1.9915 -0.0036
C 0.9395 5.1542 -2.0989 0.1151
H 3.0822 0.6997 -0.4586 0.0010
H -1.4756 4.8764 3.5403 0.0000
H -1.7858 -2.1597 2.4899 0.0002
H -3.9233 -2.5020 -3.5797 0.0034
H -2.8024 3.9971 1.6142 -0.0006
H 0.8777 -2.6641 1.0864 0.0024
H 0.2344 -0.5967 2.9950 0.0011
H -3.5554 -0.1103 -2.9776 0.0012
H 0.0037 -3.3546 -2.0586 0.0100
H -1.9584 2.0519 0.3653 0.0031
H 1.6632 2.4640 -0.1826 0.0468
H 3.4807 -1.6374 3.7866 -0.0001
H 1.1684 -1.8251 3.8550 -0.0001
H 5.3067 0.5149 0.5670 -0.0005
H 5.5362 -0.6873 2.7541 0.0000
H -1.3622 2.9162 -3.1823 0.0101
H -0.5774 5.2191 -3.6074 -0.0015
H 1.4037 1.8182 2.7306 0.0001
H -2.0908 -0.5847 0.9013 -0.0018
H -1.5254 -2.9029 0.8907 0.0003
H 0.2618 -3.4659 2.5253 -0.0001
H 2.4023 4.7715 -0.5774 -0.0017
H 1.2687 6.1662 -2.2723 0.0062
H -2.1041 -4.1511 -3.0763 0.0007

---

[11]
23
Properties=species:S:1:pos:R:3:mulliken_charge:R:1 method="wB97M-V/def2-TZVPD" e_homo_ev="-16.51 / -16.51" energy_ha=-550.20813 total_charge=+2 de_lowest_kcal_mol=23.22 smiles=C[n+]1c(O[NH3+])[nH]c2ccccc21 homo_lumo_gap_ev="7.1 / 7.1" lumo_ev="-9.419 / -9.418"
O -1.5772 0.0780 1.8063 -0.2681
N -2.8235 0.9625 1.6993 -0.1906
N -1.1473 -1.3434 -0.0434 -0.0001
N 0.2847 0.3784 0.3437 0.1651
C 2.1758 -0.4110 -1.1286 -0.5846
C 2.4520 -1.4867 -1.9110 -0.7732
C 0.1402 -2.4159 -1.8655 -0.8144
C -0.0151 -1.4771 -0.8123 0.4737
C 0.9179 -0.4679 -0.4931 0.9980
C -0.8459 -0.2593 0.7549 0.0165
C 1.4544 -2.4345 -2.2817 -0.4334
C 0.7870 1.6342 0.8516 -0.7663
H -2.6119 1.8780 1.4072 0.3480
H 0.0076 2.3923 1.2002 0.2989
H 2.8577 0.3917 -0.9154 0.3638
H -0.6087 -3.1925 -2.0140 0.3697
H 3.3683 -1.6261 -2.3447 0.5142
H -1.9940 -1.9421 0.0433 0.3122
H 1.4948 1.3461 1.6876 0.3616
H -3.4566 0.4631 1.1044 0.3933
H -3.2069 0.8452 2.7547 0.4290
H 1.7394 -3.2808 -2.7917 0.4635
H 1.3608 1.9547 -0.0156 0.3234

---

[12]
17
Properties=species:S:1:pos:R:3:mulliken_charge:R:1 method="wB97M-V/def2-TZVPD" e_homo_ev="-8.36 / -8.36" energy_ha=-496.15407 de_lowest_kcal_mol=93.24 homo_lumo_gap_ev="7.7 / 7.7" lumo_ev="-0.655 / -0.656"
O 1.6339 0.9892 -0.0240 -0.5606
O -0.9104 -1.4568 0.5460 -0.5501
O -1.8385 0.6396 -0.2596 -0.4580
O 0.8141 -2.1201 -1.1218 -0.5542
C 0.6476 -1.4333 -0.1507 0.1516
C -1.0235 0.2598 0.5046 0.8690
C 0.4771 0.5958 -2.0932 -1.2404
C -0.6214 0.7646 1.8527 -1.2092
C 0.8086 0.3666 -0.6418 0.7313
H -0.4006 0.0302 -2.3961 0.3001
H 0.3051 1.6602 -2.2531 0.3627
H 0.3763 0.4309 2.1263 0.3659
H -0.8712 -1.8399 1.4366 0.3895
H 1.3286 0.2764 -2.6942 0.3527
H -1.3495 0.4164 2.5881 0.3938
H 1.2616 -1.4321 0.7618 0.3292
H -0.6378 1.8526 1.8186 0.3268